87
Properties=species:S:1:pos:R:3:forces:R:3:lowdin_charge:R:1 method="wB97M-V/def2-TZVPD" total_charge=0 total_energy_ev=-108461.1354 orbital_gap_ev=6.576 lumo_energy_ev=0.269 max_force_ev_per_a=0.53
Ir -1.6208 0.5993 0.0084 -0.1363 0.4826 -0.1635 1.154
C -5.3725 0.4454 -0.1251 -0.0028 0.0062 -0.0050 -0.047
C -4.6208 -0.8420 -0.1425 0.0115 0.0131 -0.0064 -0.334
C -5.1530 -2.1347 -0.2023 -0.0057 0.0059 0.0058 0.012
C -4.0621 -2.9812 -0.2002 0.0000 -0.0010 -0.0121 -0.272
C -4.0267 -4.4723 -0.2506 0.0018 -0.0016 0.0035 -0.022
N -2.9570 -2.2181 -0.1435 -0.0091 -0.0118 0.0361 0.031
N -3.2934 -0.9015 -0.1060 -0.0343 -0.0668 -0.0354 -0.036
B -1.4754 -2.6601 -0.1316 0.0284 0.0044 -0.0003 -0.522
N -0.8240 -2.1547 1.1600 -0.0419 -0.0061 0.0097 0.036
N -0.9400 -0.8468 1.4842 -0.0466 -0.1469 0.0963 -0.029
C -0.4619 -0.6956 2.7154 0.0476 0.0225 -0.0252 -0.331
C -0.4501 0.6165 3.4191 -0.0078 0.0046 -0.0002 -0.030
C -0.0117 -1.9351 3.1897 -0.0013 -0.0096 0.0010 0.016
C -0.2600 -2.8352 2.1749 -0.0077 0.0031 -0.0030 -0.275
C 0.0234 -4.2975 2.1113 -0.0141 0.0018 0.0063 -0.018
N -0.7912 -2.0365 -1.3606 0.0546 0.0260 0.0424 0.025
N -0.8554 -0.6948 -1.5423 -0.0041 -0.1300 -0.0436 -0.039
C -0.4054 -0.4340 -2.7705 0.0502 0.0029 0.0503 -0.322
C -0.4206 0.9245 -3.3819 0.0214 -0.0129 0.0257 -0.026
C -0.0035 -1.6364 -3.3728 0.0041 0.0170 -0.0145 0.017
C -0.2759 -2.6278 -2.4526 -0.0357 -0.0085 -0.0004 -0.284
C -0.0908 -4.1044 -2.5637 0.0021 0.0040 -0.0091 -0.017
H -6.4413 0.2482 -0.1938 0.0000 -0.0002 -0.0060 0.076
H -5.0796 1.0783 -0.9637 0.0090 -0.0014 0.0044 0.071
H -5.1804 0.9954 0.7960 -0.0130 -0.0044 0.0080 0.066
H -6.1931 -2.4121 -0.2425 0.0002 -0.0006 0.0006 0.106
H -5.0438 -4.8562 -0.3043 -0.0002 -0.0003 0.0008 0.079
H -3.5480 -4.8910 0.6354 0.0007 0.0011 -0.0008 0.080
H -3.4775 -4.8308 -1.1218 -0.0016 -0.0003 -0.0004 0.077
H -1.4047 -3.8517 -0.1895 0.0013 -0.0014 -0.0011 0.115
H -0.7937 1.3994 2.7460 -0.0087 0.0179 -0.0106 0.037
H 0.5549 0.8630 3.7662 0.0160 0.0123 -0.0154 0.077
H -1.1091 0.5903 4.2897 0.0241 -0.0071 0.0085 0.081
H 0.4508 -2.1412 4.1406 -0.0016 0.0006 -0.0012 0.113
H 0.5230 -4.6104 3.0266 0.0030 0.0022 0.0002 0.082
H 0.6750 -4.5321 1.2683 -0.0078 -0.0085 0.0049 0.070
H -0.8914 -4.8813 2.0006 0.0016 -0.0017 -0.0006 0.077
H -0.8300 1.6461 -2.6783 -0.0034 0.0085 0.0072 0.047
H -1.0369 0.9151 -4.2833 -0.0074 -0.0048 0.0098 0.084
H 0.5827 1.2417 -3.6652 0.0294 -0.0051 -0.0085 0.062
H 0.4124 -1.7612 -4.3587 0.0044 0.0036 0.0038 0.112
H 0.5119 -4.3315 -3.4415 -0.0042 0.0043 0.0018 0.082
H -1.0482 -4.6183 -2.6660 0.0018 -0.0006 0.0099 0.081
H 0.4078 -4.5106 -1.6839 0.0098 -0.0085 -0.0012 0.070
C -0.2457 1.8397 0.0583 -0.0524 -0.0257 -0.0482 -0.445
Ge 1.6853 1.5511 0.0828 0.0434 0.0171 -0.0200 0.936
C 2.4242 1.9475 -1.6899 -0.0242 0.0309 -0.0009 -0.283
C 2.0880 3.1678 -2.2792 0.0122 -0.0013 -0.0131 -0.121
C 2.5387 3.4998 -3.5477 0.0072 0.0089 0.0041 -0.094
C 3.3396 2.6098 -4.2527 0.0001 0.0021 0.0047 -0.098
C 3.6943 1.3997 -3.6757 0.0020 0.0012 -0.0013 -0.090
C 3.2421 1.0745 -2.4017 -0.0202 -0.0351 0.0075 -0.103
C 2.3125 -0.2069 0.6608 0.0011 -0.0026 0.0155 -0.259
C 2.1593 -1.3403 -0.1378 -0.0023 0.0000 -0.0129 -0.109
C 2.6591 -2.5706 0.2658 0.0195 0.0193 0.0058 -0.087
C 3.3241 -2.6888 1.4786 0.0066 -0.0014 -0.0130 -0.094
C 3.4841 -1.5715 2.2846 -0.0014 -0.0013 0.0000 -0.088
C 2.9828 -0.3426 1.8763 0.0144 -0.0043 0.0079 -0.106
C 2.4800 2.8728 1.2983 -0.0275 0.0130 -0.0201 -0.282
C 1.7062 3.5940 2.2050 0.0112 -0.0204 0.0138 -0.113
C 2.2864 4.5157 3.0689 -0.0037 0.0006 -0.0017 -0.092
C 3.6559 4.7302 3.0342 0.0023 0.0046 -0.0034 -0.098
C 4.4411 4.0260 2.1304 0.0027 0.0022 0.0003 -0.090
C 3.8550 3.1089 1.2703 0.0011 -0.0048 0.0043 -0.109
H -0.4872 2.9097 0.1252 0.0018 -0.0072 0.0300 -0.035
H 1.4574 3.8698 -1.7428 -0.0008 0.0002 0.0015 0.102
H 2.2641 4.4497 -3.9894 0.0010 0.0007 -0.0007 0.100
H 3.6900 2.8627 -5.2454 -0.0012 -0.0001 -0.0013 0.099
H 4.3258 0.7054 -4.2165 -0.0009 0.0007 -0.0008 0.100
H 3.5297 0.1246 -1.9661 -0.0074 -0.0047 0.0083 0.092
H 1.6520 -1.2667 -1.0919 -0.0142 0.0096 -0.0302 0.082
H 2.5359 -3.4367 -0.3745 -0.0031 -0.0042 -0.0051 0.100
H 3.7195 -3.6475 1.7922 -0.0047 -0.0006 0.0007 0.102
H 4.0007 -1.6548 3.2329 0.0040 -0.0012 -0.0022 0.101
H 3.1252 0.5237 2.5132 -0.0021 -0.0004 -0.0035 0.095
H 0.6343 3.4358 2.2408 -0.0220 -0.0170 0.0143 0.082
H 1.6687 5.0658 3.7683 0.0007 -0.0012 0.0002 0.099
H 4.1113 5.4471 3.7058 -0.0003 -0.0014 0.0010 0.098
H 5.5104 4.1940 2.0957 0.0002 0.0005 -0.0009 0.100
H 4.4790 2.5689 0.5652 -0.0008 0.0010 -0.0010 0.105
C -4.2806 4.3690 0.4586 0.0067 -0.0009 -0.0067 -0.041
C -3.4482 3.1830 0.3202 -0.0151 0.0091 0.0052 -0.189
N -2.8217 2.2283 0.2063 0.1434 -0.1925 0.0890 -0.056
H -4.8402 4.3314 1.3924 -0.0020 0.0007 0.0001 0.086
H -4.9794 4.4364 -0.3745 -0.0014 -0.0002 0.0008 0.086
H -3.6515 5.2577 0.4612 -0.0020 0.0014 -0.0005 0.087

---

90
Properties=species:S:1:pos:R:3:forces:R:3:lowdin_charge:R:1 method="wB97M-V/def2-TZVPD" total_charge=0 total_energy_ev=-73964.0752 orbital_gap_ev=7.254 lumo_energy_ev=-0.424 max_force_ev_per_a=13.35
C -1.9667 0.3999 -4.5357 -2.1853 1.0868 5.3392 -0.057
C -0.8207 0.2259 -3.6967 3.8423 -2.9030 1.0952 -0.152
N -0.1537 1.5019 -3.3637 -0.1377 -0.8538 0.3459 -0.014
C -0.3787 2.2209 -2.2057 0.8060 1.4851 -1.7922 0.032
C 0.2673 3.4159 -2.4517 -0.2916 1.4732 2.9793 -0.020
N 0.9253 3.3389 -3.5967 1.8860 -0.6551 -3.0619 -0.079
C 0.6653 2.1599 -4.1947 -0.9929 0.5319 2.2567 0.004
C 1.9363 4.2589 -4.1747 0.5107 -4.8935 -0.2290 0.053
H -2.8407 0.9199 -4.1117 0.8589 0.6417 0.5097 0.101
H -2.4957 -0.4031 -4.7507 -1.7524 -4.9262 -0.4372 0.051
H -1.8677 0.7259 -5.4127 1.7439 3.4052 -7.0509 0.017
H 0.0453 -0.5221 -4.0107 -1.5903 1.7385 -0.5399 0.158
H -1.0297 -0.4021 -2.8247 -0.4032 1.1102 0.6769 0.125
H -0.9317 1.8709 -1.3667 -0.3777 -0.2500 0.2879 0.067
H 0.4023 4.3799 -1.9037 -0.4695 -1.4082 -0.0388 0.163
H 1.0593 1.8329 -5.1117 0.2398 -0.4234 -0.8502 0.154
H 2.4223 3.7959 -5.0397 -0.5964 0.0027 0.0174 0.116
H 2.7283 4.5179 -3.5777 1.7821 -0.1441 2.3638 0.078
H 1.5613 5.1259 -4.3917 -2.7977 4.7983 -1.7465 0.040
Cl -0.0857 0.1659 0.6523 0.0838 0.1234 0.0120 0.111
C 2.2243 0.1139 5.8003 -0.0594 -1.7917 2.1875 0.072
C 2.6703 -0.6321 7.0193 -4.8279 0.3916 -7.0060 0.004
C 2.0453 -1.7981 7.3283 1.4507 0.0835 1.5585 -0.303
C 1.0263 -2.2421 6.5233 -0.8246 -1.5770 1.3435 -0.040
C 0.5063 -1.5261 5.5063 -0.9814 0.5983 -1.0064 -0.049
C 1.0593 -0.3581 5.0583 3.6180 1.4046 2.7854 -0.371
O 0.5213 0.4379 4.1403 -0.3303 -0.6612 -3.9165 -0.001
O 2.4113 -2.3101 8.5953 -3.1541 -0.2371 -0.5937 0.026
H 2.7893 1.0629 5.6923 -0.9056 -0.6268 -0.6641 0.108
H 3.3693 -0.2341 7.5643 3.8344 2.0612 3.0785 0.048
H 0.3733 -3.0801 6.6943 0.5230 -0.6078 0.9568 0.115
H -0.4867 -1.8361 5.2083 0.1397 0.0071 -0.7517 0.125
H 0.6153 -0.0381 3.2183 -0.5840 1.4623 2.3519 0.087
H 3.2933 -2.5791 8.6733 1.9934 -0.4612 -0.3589 0.062
C 1.0203 -3.8301 -2.6807 2.9818 4.2561 -4.6280 0.062
C 1.6103 -3.9141 -4.1107 -0.8656 -0.6827 4.6133 0.029
C 2.4503 -2.8901 -4.4917 0.0307 0.9325 -0.4322 -0.358
C 2.5933 -1.6831 -3.7267 -6.2965 -8.3353 4.2660 0.004
C 1.9143 -1.6191 -2.4457 0.5997 -0.6253 -2.7731 -0.008
C 1.1123 -2.6501 -1.9127 1.0359 -0.2580 -1.2690 -0.333
O 0.5943 -2.6261 -0.6647 0.3143 -2.6845 -0.9205 0.031
O 3.0603 -3.0681 -5.7387 4.1289 2.3019 0.3700 -0.061
H 0.6193 -4.5941 -2.2007 -2.0840 -3.7128 1.4948 0.050
H 1.5783 -4.9021 -4.6407 -0.0332 1.3180 0.4630 0.120
H 3.0863 -0.9391 -3.9937 4.5569 6.4268 -2.6034 0.010
H 1.9953 -0.6951 -1.9557 0.1664 1.0749 1.0343 0.081
H 0.3453 -1.8151 -0.2677 -0.1785 2.0864 0.3218 -0.067
H 4.0633 -2.5821 -5.7357 -4.3545 -2.0063 0.1231 0.205
C -4.5967 0.8499 -2.3447 2.9017 -2.7003 4.2192 0.026
C -3.6907 0.3029 -1.1647 -3.8962 -0.4956 -6.1171 0.076
C -3.4497 -1.0851 -1.2077 2.0086 3.3140 3.1576 -0.303
C -3.9177 -1.9531 -2.1607 -2.1736 1.8441 -1.9296 0.005
C -4.8057 -1.4821 -3.1627 1.1785 2.2649 2.1961 0.006
C -5.1377 -0.0901 -3.1987 -0.1189 -0.1017 -0.4586 -0.351
O -5.9887 0.3849 -4.2017 0.1713 -0.2094 0.2665 0.004
O -2.6497 -1.5241 -0.1667 -7.3159 -9.1972 -6.3280 0.069
H -4.7397 1.9089 -2.2827 -0.5565 0.2804 -0.5628 0.095
H -3.4127 1.0219 -0.4497 0.6451 0.3420 1.0139 0.069
H -3.6697 -2.9511 -2.1277 0.6118 -2.0701 0.1891 0.095
H -5.2647 -2.0551 -3.9157 -0.2067 -1.1250 -0.6545 0.094
H -6.6007 -0.3101 -4.4787 0.2422 0.0967 0.1104 0.098
H -2.1567 -1.0021 0.2473 6.4264 7.7913 5.0531 -0.140
C -2.9907 1.5889 2.7433 -8.3446 4.2108 -0.1009 0.040
C -4.2517 1.3609 3.5023 0.8994 5.5684 -6.3039 0.091
C -5.4237 2.1679 3.0763 3.9844 -1.7087 0.2811 -0.315
C -5.2637 3.1989 2.1583 2.3675 -1.5967 0.8824 -0.045
C -4.0257 3.4799 1.5633 0.9716 0.6655 -2.3035 -0.037
C -2.9357 2.6289 1.7643 1.3631 -0.4672 1.0756 -0.318
O -1.6947 2.8959 1.1113 -0.8191 -1.6322 0.2100 -0.089
O -6.6087 1.7889 3.5703 -0.0587 -0.4730 1.6366 0.058
H -2.2677 1.0089 2.9773 5.2339 -3.6522 1.2478 0.017
H -4.3497 0.6039 4.1373 -0.3685 -2.9726 2.6523 0.051
H -6.1197 3.6909 1.9253 -2.2613 1.8257 -0.8993 0.073
H -3.8447 4.2999 0.7133 -0.7740 -1.7488 2.1781 0.155
H -1.1507 2.0299 1.0673 -0.9748 1.4325 0.3043 -0.037
H -7.3077 1.9319 2.9663 -1.0557 0.4273 -0.9949 0.087
C 5.6993 0.1709 1.1903 -6.0376 5.0623 -1.6542 -0.024
C 4.1053 0.0809 1.2943 4.5881 -0.8094 -0.0469 0.029
C 3.6583 -1.0651 1.9183 0.1126 0.1911 -0.1275 -0.383
C 4.5233 -2.1161 2.3173 -0.4305 -0.4285 0.5259 -0.029
C 5.8713 -1.9001 2.2673 0.5415 -1.4884 1.4445 -0.025
C 6.4823 -0.6591 1.8603 0.6242 -1.7824 -1.2558 -0.380
O 7.8443 -0.5221 1.7303 0.9523 0.5717 0.6114 0.003
O 2.3773 -1.3161 2.2283 -0.8715 0.1436 -0.2272 0.007
H 5.9943 1.2389 0.6313 -0.1901 -3.1928 1.6475 0.153
H 3.5083 0.8869 0.8513 0.1292 -0.5359 0.4187 0.092
H 4.0363 -3.1081 2.7483 1.2422 2.3583 -1.0805 0.168
H 6.3733 -2.8051 2.6793 0.6446 1.2399 -0.5307 0.122
H 8.0973 0.4159 1.5143 -0.7706 -1.4503 0.3458 0.121
H 1.8433 -0.6941 1.7233 -0.6684 0.1309 -0.2550 -0.031